Entry 1:
78
Properties=species:S:1:pos:R:3:forces:R:3 method="wB97M-V/def2-TZVPD" orbital_gap_ev=5.5 e_above_lowest_kj_mol=5.5 lumo_energy_ev=2.08 charge=-1
K -2.098508 -2.014608 -1.271890 0.45 -0.04 0.41
N -1.741944 1.676009 2.324381 0.02 -0.03 -0.01
C -1.918318 0.815520 1.235521 -0.13 -0.01 0.01
S -1.022250 -0.681851 1.346404 0.00 0.03 0.05
N -2.742828 1.261196 0.345131 0.06 0.01 0.01
N -3.065353 0.436298 -0.741970 -0.02 0.24 0.00
C -3.994008 0.984975 -1.441573 -0.01 0.03 0.01
C -4.649777 0.555006 -2.671577 0.02 -0.01 -0.01
C -5.637995 1.431729 -3.143635 0.00 0.00 -0.01
C -6.353784 1.215888 -4.303589 0.00 0.00 0.00
C -6.066396 0.062277 -5.044282 0.01 0.00 0.00
C -5.108214 -0.825585 -4.623191 -0.03 -0.01 0.01
C -4.354292 -0.643819 -3.417537 0.02 0.07 0.01
O -3.485952 -1.494557 -3.056853 -0.50 0.27 -0.58
H -0.828301 1.588387 2.740440 0.01 0.02 0.01
H -2.010221 2.625787 2.106769 0.00 0.00 -0.01
H -4.363630 1.945030 -1.065329 0.01 0.00 0.00
H -5.839128 2.324263 -2.557517 0.00 0.00 0.00
H -7.109510 1.918588 -4.630571 0.00 0.00 0.00
H -6.607062 -0.134501 -5.965406 0.00 0.00 0.00
H -4.886107 -1.719107 -5.195739 0.00 0.00 0.00
C -2.129515 -6.548251 0.650018 0.00 0.01 0.02
P -1.047032 -5.221713 0.076661 0.07 0.01 0.03
C 0.511717 -6.033696 -0.341635 -0.01 0.00 -0.01
C -0.676596 -4.223152 1.524061 0.00 0.00 0.00
O -1.620726 -4.452131 -1.058090 0.07 -0.57 0.11
H -1.681280 -7.104974 1.473719 0.00 0.00 0.00
H -2.333461 -7.223554 -0.180877 0.00 0.00 0.00
H -3.071032 -6.109251 0.980088 0.00 0.00 0.00
H 0.905830 -6.606821 0.498323 0.00 0.00 0.00
H 1.232022 -5.265558 -0.624656 0.00 0.00 0.00
H 0.353274 -6.694015 -1.194259 0.00 0.00 0.00
H -0.233564 -4.821906 2.321807 0.00 0.00 0.00
H -1.579982 -3.731986 1.887003 0.00 0.00 0.00
H 0.010198 -3.428629 1.227276 0.01 0.00 -0.01
C 0.358604 4.074104 -0.460353 0.02 -0.01 0.02
C 1.790673 3.916137 0.078337 -0.02 0.01 0.00
C 1.823775 4.568771 1.467123 0.00 0.00 0.00
C 2.747792 4.682321 -0.841404 0.00 0.00 0.00
C 2.163810 2.389528 0.190955 -0.05 0.07 -0.08
O 1.105564 1.844116 0.943570 0.00 0.00 0.05
C 3.512100 2.212769 0.908164 -0.01 -0.01 -0.02
C 3.997543 0.774483 1.131635 0.01 0.01 0.05
C 3.329407 0.073704 2.289021 -0.01 -0.05 0.00
C 3.522283 0.530698 3.591995 0.01 0.00 0.00
C 2.932455 -0.100690 4.672780 -0.01 0.00 -0.01
C 2.131547 -1.209081 4.445522 0.01 0.00 -0.01
Cl 1.383591 -2.015538 5.798960 0.00 0.00 0.00
C 1.911987 -1.678582 3.166970 0.01 -0.01 0.00
C 2.518691 -1.036738 2.095068 0.02 0.02 0.02
C 2.225927 1.807336 -1.252105 0.01 0.01 0.03
N 1.853323 0.412610 -1.407513 0.04 -0.05 0.04
C 0.621069 -0.108402 -1.447177 -0.13 0.06 -0.02
N 0.675290 -1.392779 -1.740162 0.03 -0.08 -0.08
C 2.002311 -1.611217 -1.881036 0.04 0.09 0.05
N 2.763456 -0.553429 -1.693479 0.03 0.03 0.01
H 0.075612 5.127987 -0.413543 0.01 0.00 0.00
H -0.352507 3.495426 0.126992 0.00 0.00 -0.01
H 0.258060 3.770350 -1.503323 -0.01 -0.01 -0.01
H 1.383529 5.566259 1.407338 0.00 0.00 0.00
H 2.840456 4.685792 1.845225 0.00 0.00 0.00
H 1.247369 3.982173 2.182389 0.00 0.00 0.01
H 2.429973 5.726021 -0.893145 0.01 0.00 0.00
H 2.744949 4.295136 -1.862091 0.00 0.01 0.00
H 3.774903 4.672963 -0.472597 0.00 -0.01 0.00
H 1.014480 0.875718 0.928304 0.00 -0.04 -0.01
H 3.442373 2.699805 1.880918 0.00 -0.01 0.00
H 4.276058 2.748466 0.338407 0.00 -0.01 -0.02
H 5.070865 0.822249 1.341153 -0.01 0.00 0.01
H 3.892666 0.176869 0.227691 0.00 -0.01 -0.03
H 4.150634 1.397344 3.766475 0.00 0.00 0.00
H 3.086021 0.257348 5.681594 0.00 0.00 0.00
H 1.253740 -2.520163 3.009616 -0.02 0.01 -0.01
H 2.334677 -1.395300 1.088111 -0.01 -0.01 0.00
H 3.233219 1.896813 -1.655071 0.00 0.00 0.02
H 1.560168 2.373247 -1.896723 -0.02 0.00 -0.02
H -0.269071 0.475089 -1.258401 -0.03 -0.03 0.01
H 2.424351 -2.571002 -2.133617 0.00 0.00 -0.01



Entry 2:
80
Properties=species:S:1:pos:R:3:forces:R:3 method="wB97M-V/def2-TZVPD" multiplicity=2 orbital_gap_ev="9.1 / 5.3" e_above_lowest_kj_mol=38.5 lumo_energy_ev="-2.24 / -6.10" charge=+1
Li 0.567773 -0.368400 0.503874 -1.10 -0.25 0.88
C 2.529693 -1.409389 2.774768 -0.19 0.17 0.07
C 1.336109 -0.690491 3.360294 -0.32 0.05 -0.32
C 1.356957 -0.238380 4.677216 0.05 0.02 0.15
C 0.269508 0.444031 5.184071 0.05 0.05 0.11
C -0.852332 0.634018 4.383171 0.08 -0.06 -0.04
C -0.827337 0.142358 3.089202 0.40 -0.37 -0.23
N 0.254944 -0.493370 2.579724 0.29 0.33 0.26
Sb -2.675868 0.208568 1.977489 0.02 0.00 -0.08
C -2.176898 1.707000 0.526849 0.92 0.38 -0.40
C -3.170525 2.621074 0.177517 0.33 -0.27 0.09
C -2.854643 3.622906 -0.726313 0.06 0.17 -0.18
C -1.567530 3.691996 -1.231217 -0.07 -0.01 0.01
C -0.605013 2.760565 -0.832653 0.17 -0.36 0.29
C 0.814291 2.855893 -1.345471 -0.56 0.25 0.03
N -0.903985 1.757074 0.029785 -1.10 0.40 0.02
C -2.279065 -1.434416 0.634678 0.51 -0.37 -0.04
C -3.342873 -2.276101 0.331648 0.15 -0.03 -0.08
C -3.108346 -3.410531 -0.436048 0.02 0.01 -0.02
C -1.819123 -3.682440 -0.861699 -0.03 -0.05 -0.03
C -0.791923 -2.799500 -0.542762 0.06 0.39 0.20
C 0.638457 -3.070454 -0.968257 -0.30 0.13 0.10
N -1.027973 -1.684483 0.187355 -0.12 -0.34 -0.45
H 2.784355 -2.283488 3.378558 -0.04 0.06 -0.02
H 2.341083 -1.742279 1.754758 -0.03 -0.01 0.01
H 3.404053 -0.754744 2.751516 -0.07 -0.01 0.01
H 2.232632 -0.421734 5.290450 -0.07 0.04 -0.05
H 0.285732 0.818592 6.202943 -0.01 -0.05 -0.11
H -1.727565 1.147219 4.765652 0.04 -0.07 -0.01
H -4.160639 2.554670 0.614413 0.07 -0.01 -0.02
H -3.598266 4.358904 -1.018119 0.07 -0.09 0.02
H -1.288426 4.478417 -1.925393 -0.01 -0.08 0.10
H 0.967966 3.783470 -1.899687 -0.07 -0.05 0.06
H 1.524478 2.815162 -0.520872 -0.24 0.17 -0.08
H 1.054857 2.016505 -2.002543 -0.27 0.37 0.07
H -4.335562 -2.050522 0.700257 0.01 -0.04 0.01
H -3.921165 -4.084705 -0.683514 0.06 0.04 0.02
H -1.597001 -4.578984 -1.431661 -0.04 0.11 0.04
H 0.679776 -3.746127 -1.825895 -0.05 0.07 0.09
H 1.177044 -2.152058 -1.223824 -0.14 -0.14 0.01
H 1.191307 -3.544769 -0.150283 -0.06 0.06 -0.07
C 3.726899 -0.738359 -5.602482 0.03 -0.05 0.15
C 3.064230 -1.056583 -6.936219 -0.03 0.02 0.07
C 1.563900 -0.768516 -6.962015 0.02 -0.01 0.30
C 0.743654 -1.590661 -5.944909 0.08 0.24 0.27
N 0.418253 -0.869551 -4.679363 0.30 -0.07 -0.46
C -0.770480 -0.562254 -4.208422 0.42 -0.09 0.15
S -0.882824 0.043185 -2.566816 -0.02 -0.10 -0.28
N -1.926356 -0.682041 -4.847112 -0.36 0.11 -0.44
C -2.213618 -0.656908 -6.304293 -0.01 0.24 0.23
C -1.731313 0.602600 -7.011611 0.04 0.15 0.23
C -2.445192 1.901320 -6.609518 0.09 -0.02 0.18
C -1.972842 2.537909 -5.292907 0.05 -0.14 -0.01
H 4.811293 -0.845299 -5.668460 -0.09 0.00 0.01
H 3.396722 -1.415086 -4.802706 0.02 0.14 -0.12
H 3.518322 0.288924 -5.285279 0.01 -0.09 -0.02
H 3.228552 -2.108558 -7.191575 0.01 0.05 -0.02
H 3.531898 -0.465919 -7.726860 0.00 -0.05 0.00
H 1.182570 -0.991290 -7.958891 -0.08 0.03 -0.02
H 1.390672 0.296790 -6.779898 0.04 -0.05 -0.04
H 1.291435 -2.490772 -5.666993 0.03 -0.02 0.10
H -0.186301 -1.913541 -6.383259 0.06 -0.12 0.06
H 1.209421 -0.599152 -4.088613 -0.08 -0.04 -0.04
H -2.706933 -0.434379 -4.261661 -0.16 -0.14 0.04
H -3.294440 -0.741832 -6.383029 -0.10 0.03 0.05
H -1.805707 -1.539911 -6.776987 -0.10 -0.13 -0.03
H -1.876801 0.426877 -8.078709 0.02 0.01 -0.03
H -0.653589 0.719734 -6.852914 -0.12 -0.01 -0.10
H -3.525893 1.727053 -6.573615 0.03 0.03 -0.04
H -2.273654 2.622602 -7.408358 -0.05 0.04 -0.02
H -2.246143 1.948929 -4.407208 0.04 0.11 -0.15
H -2.418234 3.526676 -5.160371 0.03 -0.09 -0.03
H -0.882309 2.665068 -5.289629 -0.16 -0.03 0.02
F 1.605794 0.546866 -0.439362 0.90 -0.16 -0.15
Sb 3.392283 0.362110 -1.220868 -0.29 -0.22 0.37
F 4.034035 0.854284 0.458534 0.24 0.08 0.13
F 3.312473 2.134356 -1.798555 0.43 0.04 -0.16
F 5.018023 0.070389 -2.065488 0.16 -0.04 -0.15
F 2.323079 -0.142603 -2.723932 0.09 -0.13 -0.49
F 3.297460 -1.438816 -0.665329 0.02 -0.09 0.03



Entry 3:
76
Properties=species:S:1:pos:R:3:forces:R:3 method="wB97M-V/def2-TZVPD" multiplicity=6 orbital_gap_ev="5.1 / 6.1" lumo_energy_ev="4.02 / 3.82" charge=-2
Fe -1.617484 0.501032 0.198779 1.17 -0.66 -0.94
Se -2.510065 3.802541 3.380456 0.31 0.02 -0.09
Sb -3.062285 2.000781 1.792246 -0.31 0.70 -0.70
Se -2.609860 2.360867 -0.966828 -0.44 0.25 1.62
Se -2.481257 -0.299331 2.418542 -0.26 0.14 0.13
Se -5.283066 2.851523 2.373184 -0.37 -0.11 -0.09
O 1.134220 1.623499 -1.521288 -0.11 0.05 0.00
C 1.313827 1.519837 -0.327090 -0.31 -0.18 0.12
N 2.554940 1.835464 0.246909 0.21 0.16 0.10
C 2.428147 1.893580 1.681852 0.09 -0.24 0.05
C 1.027062 1.214177 1.861483 -0.07 0.15 -0.66
O 0.610968 0.919797 2.956781 -0.17 -0.14 0.28
N 0.420033 1.062241 0.637225 0.82 0.32 0.32
C 3.495751 1.077371 2.410265 -0.19 0.20 0.11
C 3.444024 0.999535 3.803034 0.17 -0.08 0.17
C 4.398251 0.273281 4.502821 -0.02 0.03 -0.15
C 5.420534 -0.379287 3.821127 -0.01 0.00 -0.03
C 5.471804 -0.309978 2.437906 -0.08 0.07 -0.07
C 4.510070 0.412795 1.734264 -0.01 -0.02 0.05
C 2.429922 3.345255 2.172039 -0.17 -0.30 0.11
C 3.572305 4.122883 1.975948 -0.05 0.15 0.10
C 3.592076 5.454600 2.369279 -0.06 -0.16 -0.03
C 2.470413 6.020241 2.971125 0.10 0.03 -0.03
C 1.338107 5.251327 3.175421 0.03 -0.32 -0.12
C 1.317958 3.910354 2.780514 -0.02 0.46 0.09
H 3.024658 2.612340 -0.195748 -0.08 -0.10 -0.16
H 2.641023 1.490211 4.338002 0.01 0.02 -0.08
H 4.345539 0.208258 5.582903 -0.03 0.03 0.00
H 6.168592 -0.945640 4.364313 -0.02 0.01 0.01
H 6.257710 -0.824382 1.897094 -0.01 0.00 0.00
H 4.524583 0.455430 0.652898 0.03 -0.02 0.00
H 4.456035 3.677692 1.527675 -0.03 0.01 0.01
H 4.483013 6.049872 2.209009 0.01 0.01 0.00
H 2.487293 7.060480 3.275572 0.00 -0.01 -0.01
H 0.450239 5.673943 3.629871 0.01 -0.01 -0.01
H 0.418260 3.336045 2.959299 0.03 -0.07 -0.04
C -0.618753 0.298816 -3.546334 -0.02 0.19 -0.07
C -1.689221 -0.778001 -3.389663 -0.07 -0.32 0.03
C -3.021975 -0.139578 -3.806576 0.12 0.10 -0.05
C -1.367001 -1.908401 -4.383449 -0.12 0.01 0.09
Si -1.764427 -1.339199 -1.490446 -0.19 -0.07 0.32
C -0.261695 -2.557237 -1.090580 -0.20 -0.24 -0.22
C -0.407385 -3.988755 -1.640202 0.03 0.14 0.11
C 1.041768 -1.964607 -1.634337 0.01 -0.08 0.00
C -0.121180 -2.629491 0.436999 0.21 0.05 0.02
C -3.468414 -2.328506 -1.192495 0.35 -0.33 -0.45
C -4.587244 -1.296962 -1.032732 -0.18 -0.18 0.02
C -3.431759 -3.158391 0.093226 -0.10 0.05 0.14
C -3.835688 -3.314719 -2.322447 0.01 0.16 0.09
H -0.592591 0.654955 -4.590831 -0.03 -0.08 0.05
H 0.377370 -0.053670 -3.286767 -0.03 0.06 -0.03
H -0.823935 1.157509 -2.905681 0.07 -0.05 -0.04
H -2.921817 0.290893 -4.815828 0.02 -0.05 0.04
H -3.299032 0.673767 -3.131768 0.00 -0.03 -0.01
H -3.843811 -0.851949 -3.833461 -0.06 -0.06 -0.03
H -1.430110 -1.529834 -5.416298 0.00 0.02 0.06
H -2.067046 -2.743443 -4.293578 0.09 0.00 -0.06
H -0.352179 -2.289179 -4.242987 -0.07 -0.02 0.01
H -0.544501 -3.995156 -2.722507 -0.01 -0.02 -0.04
H -1.257761 -4.503080 -1.188963 0.06 -0.03 -0.06
H 0.491962 -4.584920 -1.415954 -0.02 0.07 0.02
H 1.102741 -2.031460 -2.724250 0.00 0.00 0.07
H 1.902647 -2.512367 -1.221383 -0.03 0.01 0.00
H 1.143204 -0.915606 -1.358430 0.07 0.05 0.01
H -1.025389 -2.979078 0.934065 0.05 0.05 0.00
H 0.131878 -1.646845 0.848189 -0.07 -0.07 0.02
H 0.697474 -3.313812 0.715009 -0.03 0.02 -0.09
H -4.457108 -0.729070 -0.111355 0.02 0.08 0.02
H -5.558807 -1.815982 -0.966494 0.06 0.06 -0.01
H -4.632265 -0.591335 -1.859611 -0.06 0.03 0.05
H -3.171874 -2.548661 0.958539 -0.01 0.00 0.00
H -2.730590 -3.992923 0.034638 -0.07 0.01 0.00
H -4.433202 -3.578049 0.284695 0.06 0.01 -0.05
H -4.001340 -2.805756 -3.271411 -0.01 -0.03 -0.05
H -4.763796 -3.857061 -2.077358 0.04 0.08 0.05
H -3.050486 -4.061490 -2.468063 -0.05 0.03 -0.04